(1)
Molecular formula: C11H12N2O2
Method: DFT, the ωB97M-V functional and the def2-TZVPD basis

Its SMILES is O=Nc1ccccc1[N+]([O-])=C1CCCC1. The calculation puts the HOMO energy (spin up / spin down) at -0.3016 / -0.3016 hartree. Its LUMO energy (spin up / spin down) is -1.1 / -1.1 eV. The energy above the lowest of the compared OMol25 structures with the same formula, charge and spin comes out at 5.5238 eV.

Atoms and positions in Å:
1 O -1.3621 2.1408 -1.7291
2 N -0.4942 1.2967 -1.5365
3 C 0.5820 1.6028 -0.7257
4 C 1.0613 2.9134 -0.5797
5 C 2.2626 3.1431 0.0508
6 C 2.9977 2.0788 0.5615
7 C 2.5385 0.7778 0.4319
8 C 1.3340 0.5343 -0.2017
9 N 0.8695 -0.7936 -0.4277
10 O 1.7149 -1.5773 -0.9634
11 C -0.3608 -1.1274 -0.1708
12 C -1.3201 -0.4135 0.7300
13 C -2.2435 -1.5471 1.1950
14 C -2.3245 -2.4625 -0.0267
15 C -0.8943 -2.4635 -0.5694
16 H 0.4799 3.7152 -1.0112
17 H 2.6355 4.1511 0.1432
18 H 3.9372 2.2726 1.0574
19 H 3.1113 -0.0561 0.8055
20 H -1.9086 0.3298 0.1903
21 H -0.8092 0.0905 1.5537
22 H -3.2220 -1.1846 1.5071
23 H -1.7864 -2.0774 2.0314
24 H -2.6791 -3.4639 0.2153
25 H -3.0009 -2.0249 -0.7627
26 H -0.2896 -3.2561 -0.1175
27 H -0.8291 -2.5992 -1.6510

Force components x, y, z for each atom (eV/Å):
O 1.34 -0.49 0.58
N -2.11 -0.20 -1.45
C 1.46 0.78 1.01
C -0.34 -0.27 -0.09
C -0.04 0.03 0.07
C -0.14 -0.10 -0.03
C 0.06 -0.11 0.08
C -0.38 0.89 -0.27
N -0.82 0.02 0.38
O 0.60 -0.57 -0.49
C 0.20 -0.24 0.12
C -0.07 0.30 0.23
C -0.11 0.01 -0.05
C 0.04 -0.04 0.07
C 0.15 -0.07 -0.14
H -0.01 0.05 -0.04
H 0.05 0.10 0.01
H 0.07 -0.05 0.03
H 0.03 -0.11 -0.01
H -0.04 0.03 -0.01
H -0.06 0.05 -0.06
H 0.04 0.03 0.09
H 0.00 -0.04 0.05
H -0.04 0.04 -0.04
H -0.04 -0.03 -0.03
H 0.08 0.03 -0.03
H 0.10 -0.03 0.02


(2)
Molecular formula: C11H12N8S4Ti
Method: DFT, the ωB97M-V functional and the def2-TZVPD basis

Its expectation value of S² is 0.756. The calculation puts the HOMO energy (spin up / spin down) at -0.4208 / -0.4207 hartree. Its LUMO energy (spin up / spin down) is -3.8 / -3.5 eV. As for the net charge: +1. The spin multiplicity is 2.

Atoms and positions in Å:
1 Ti -0.0532 0.2451 -0.2145
2 C 0.4570 5.4995 -0.9369
3 C 1.4175 4.3844 -1.1025
4 N 2.6789 4.4894 -1.3708
5 N 3.1387 3.1989 -1.4286
6 C 2.1981 2.2902 -1.2070
7 S 2.2358 0.5916 -1.2460
8 N 1.0912 3.0450 -0.9882
9 N -0.1520 2.4287 -0.7733
10 H 0.9953 6.4343 -1.0680
11 H 0.0094 5.4944 0.0583
12 H -0.3395 5.4481 -1.6804
13 H 4.1072 3.0227 -1.6446
14 H -0.7199 2.5340 -1.6160
15 H -0.6395 2.9269 -0.0290
16 S -2.4404 0.1921 -0.1918
17 C -2.1415 -1.3892 -0.9149
18 S -0.5225 -1.5875 -1.5636
19 C -3.0415 -2.4020 -0.8658
20 C -2.7111 -3.7260 -1.2983
21 N -2.3936 -4.7824 -1.6226
22 C -4.3158 -2.1908 -0.2349
23 N -5.3140 -2.0225 0.3098
24 C 2.3435 -2.5875 1.4011
25 N 0.9023 -2.6460 1.6400
26 C 0.1413 -3.7877 1.5178
27 C -1.1440 -3.4465 1.7780
28 N -1.1390 -2.0976 2.0194
29 C 0.1064 -1.6043 1.9187
30 S 0.5788 0.0641 2.1081
31 H 2.7433 -3.5843 1.5591
32 H 2.7964 -1.8899 2.0992
33 H 2.5346 -2.2675 0.3782
34 H 0.5840 -4.7364 1.2732
35 H -2.0435 -4.0357 1.7875
36 H -1.9488 -1.5054 2.1496

Force components x, y, z for each atom (eV/Å):
Ti 0.28 0.28 0.07
C 0.02 0.01 0.00
C 0.14 0.17 -0.10
N -0.11 -0.13 0.08
N 0.05 0.12 -0.02
C -0.04 -0.34 -0.07
S -0.01 0.27 -0.04
N -0.14 -0.25 0.07
N -0.02 0.50 -0.05
H -0.01 0.00 0.00
H 0.00 -0.01 0.00
H 0.00 -0.01 0.00
H 0.01 -0.02 0.01
H -0.09 -0.12 0.01
H -0.02 -0.05 0.06
S 0.05 -0.16 -0.21
C 0.17 0.10 -0.01
S -0.04 -0.16 0.09
C -0.35 0.02 0.23
C 0.07 0.14 -0.13
N -0.01 -0.02 0.07
C 0.14 -0.12 -0.11
N 0.01 0.02 0.02
C -0.18 0.03 0.05
N 0.15 -0.09 -0.09
C -0.08 0.01 0.18
C 0.10 -0.02 -0.19
N -0.04 0.13 0.08
C -0.03 0.09 0.03
S -0.05 -0.37 -0.07
H 0.06 0.02 -0.02
H 0.01 0.01 -0.01
H 0.02 0.00 -0.01
H -0.04 -0.02 0.01
H 0.00 0.00 -0.01
H -0.02 -0.03 0.05


(3)
Molecular formula: C11H12NO
Method: DFT, the ωB97M-V functional and the def2-TZVPD basis

Its SMILES is CC1=c2ccccc2=[N+](C)[C@H]1C=O. The calculation puts the HOMO energy (spin up / spin down) at -0.4698 / -0.4698 hartree. Its LUMO energy (spin up / spin down) is -5.4 / -5.4 eV. As for the net charge: +1. The energy above the lowest of the compared OMol25 structures with the same formula, charge and spin comes out at 3.1693 eV.

Atoms and positions in Å:
1 C -1.0843 -2.7278 0.3997
2 C -0.6966 -1.2446 0.2404
3 C 0.5929 -0.7666 0.0918
4 C 1.9164 -1.2875 0.1349
5 C 2.9397 -0.4276 -0.0017
6 C 2.7731 0.9747 -0.0867
7 C 1.5179 1.4963 -0.1916
8 C 0.4267 0.6696 -0.0040
9 N -0.8519 1.0275 0.1720
10 C -1.1771 2.3898 0.5828
11 C -1.7105 -0.1660 0.0342
12 C -1.9681 0.1157 -1.3985
13 O -1.2034 -0.0737 -2.2662
14 H -1.0431 -2.8457 1.4245
15 H -0.3412 -3.3811 0.0059
16 H -2.1404 -2.9888 0.0437
17 H 2.0545 -2.3877 0.1918
18 H 3.9152 -0.8621 0.2525
19 H 3.6806 1.4413 -0.5436
20 H 1.3603 2.5429 -0.3277
21 H -0.2509 2.9169 0.9391
22 H -1.5964 2.8667 -0.3065
23 H -1.6857 2.2698 1.4431
24 H -2.5081 -0.1506 0.7049
25 H -2.9198 0.5986 -1.5348

Force components x, y, z for each atom (eV/Å):
C -1.40 1.99 -1.90
C 0.21 -2.59 -1.00
C -1.79 1.07 0.27
C -0.81 -1.58 -0.46
C 1.11 -1.39 2.07
C 0.51 -0.33 -2.79
C 1.01 1.24 0.54
C -0.82 -1.26 0.65
N 2.02 0.49 0.54
C 2.37 0.11 -2.66
C 3.81 0.40 1.65
C -1.97 -0.27 -0.81
O 1.18 -0.48 -1.57
H -0.25 -0.61 2.48
H 0.42 -0.44 -0.64
H 1.62 0.48 0.39
H 0.08 0.95 0.10
H -0.10 0.47 -0.84
H -0.88 0.51 1.32
H 0.10 0.51 -0.29
H -0.74 -0.56 -0.80
H -0.45 0.62 0.81
H -2.77 0.29 2.53
H -1.58 -0.09 0.80
H -0.85 0.49 -0.39


(4)
Molecular formula: C11H12NO2
Method: DFT, the ωB97M-V functional and the def2-TZVPD basis

The calculation puts the HOMO energy at -0.1448 hartree. Its LUMO energy is 2.8 eV. As for the net charge: -1. The energy above the lowest of the compared OMol25 structures with the same formula, charge and spin comes out at 1.3159 eV.

Atoms and positions in Å:
1 C 3.5036 2.7458 1.4355
2 C 4.1820 1.7832 0.3129
3 O 4.0655 0.5644 0.6168
4 O 4.7413 2.3755 -0.6125
5 H 3.7465 2.4407 2.4578
6 H 2.4191 2.6681 1.4328
7 H 3.8038 3.7606 1.1794
8 C -3.6445 -2.5231 -0.2922
9 C -0.9530 0.0428 0.1928
10 C -1.3349 -1.1104 -0.4989
11 C -2.6632 -1.4142 -0.0216
12 C -3.0232 -0.4129 0.8171
13 C 1.1153 0.0553 -1.0279
14 C 0.2597 0.6678 -0.1189
15 C 0.7046 -1.0941 -1.7108
16 C -0.5519 -1.6480 -1.5410
17 N -2.0057 0.5319 0.9554
18 H 2.1551 0.3612 -0.9853
19 H 0.7542 1.4960 0.3786
20 H 1.3276 -1.4459 -2.5276
21 H -0.9120 -2.4720 -2.1366
22 H -2.0075 1.3718 1.4968
23 H -3.9044 -0.3198 1.4351
24 H -4.6081 -2.3213 0.1699
25 H -3.3521 -3.5412 -0.0283
26 H -3.8178 -2.5622 -1.3792

Force components x, y, z for each atom (eV/Å):
C 0.37 -0.45 -0.83
C -0.88 -0.01 2.49
O 0.17 0.41 -0.89
O 0.13 -0.18 -0.61
H 0.50 0.11 -0.19
H -0.29 0.02 -0.42
H -0.08 0.17 0.41
C 0.30 -0.06 -1.30
C 0.73 1.81 -0.73
C -0.98 -0.54 -0.19
C -0.93 -0.17 0.59
C 0.26 0.90 0.89
C -0.41 -0.37 1.24
C 1.33 -0.46 -0.05
C -0.30 0.00 -1.28
C 0.48 0.54 1.07
N 0.09 -1.76 -0.67
H -0.02 0.18 -0.57
H -0.76 0.17 0.36
H 0.13 -0.25 0.24
H 0.03 -0.15 -0.03
H 0.03 -0.01 0.10
H -0.11 -0.05 -0.19
H 0.02 0.10 0.12
H 0.34 0.14 0.27
H -0.15 -0.08 0.16


Number 1: calculated total energy -18672.4772 eV. Number 2: calculated total energy -89974.3083 eV. Number 3: calculated total energy -15130.1055 eV. Number 4: calculated total energy -17188.0551 eV.